Molecular formula: C2HEuF6NO4S2
Method: DFT, wB97M-V/def2-TZVPD

Output
Spin multiplicity: 7
Charge: +1
Highest occupied orbital energy (spin up / spin down), Eh: -0.53571 / -0.53649
F_max, eV/Å: 3.70
⟨S²⟩: 12.03

Each line ends with the Mulliken spin population.
Cartesian coordinates (Å):
N1 0.10 0.24 -0.08  -0.024
S1 -1.12 -0.80 -0.49  0.002
O1 -0.97 -1.05 -1.92  -0.002
O2 -1.22 -1.89 0.46  -0.004
C1 -2.62 0.30 -0.34  0.000
F1 -3.54 -0.21 -1.15  0.000
F2 -1.63 3.22 0.76  -0.029
F3 -3.08 0.17 0.91  0.000
S2 1.34 -0.14 0.87  -0.008
O3 1.14 -1.06 1.97  -0.003
O4 1.85 1.24 1.14  0.000
C2 2.66 -0.91 -0.21  0.000
F4 2.39 -2.18 -0.41  0.000
F5 2.72 -0.27 -1.36  0.000
F6 3.81 -0.79 0.43  0.000
H1 -2.26 1.37 -0.76  -0.001
Eu1 0.44 2.76 0.18  6.068